DFT (ωB97M-V with the def2-TZVPD basis set) results for C11H13ClGdO as an isolated structure at a distorted geometry.

XYZ file:
```
27
Properties=species:S:1:pos:R:3:forces:R:3:mulliken_spin:R:1
C 0.939 -1.792 1.440 -0.145 -0.948 -0.233 -0.020
C 0.995 -1.648 0.014 -0.348 -0.773 0.207 0.072
C -0.362 -1.808 -0.462 0.120 -0.138 -0.352 0.045
H 1.905 -1.538 -0.610 -0.902 0.099 0.542 -0.003
C -1.233 -2.033 0.650 1.099 -0.337 -0.055 -0.020
C -0.410 -2.065 1.811 1.092 0.138 -1.759 0.039
H -0.680 -2.331 2.792 -0.560 0.093 1.020 -0.001
H 1.803 -1.825 2.131 -0.739 0.313 -0.595 0.002
H -0.652 -1.748 -1.517 0.102 0.007 0.491 -0.003
H -2.293 -2.296 0.597 0.410 0.336 0.008 0.003
Gd -0.107 0.534 0.587 -0.256 0.622 1.180 6.625
Cl 2.119 1.559 0.199 1.030 0.332 0.631 0.064
C 0.081 2.455 -2.209 0.582 -0.843 -0.424 0.067
C -1.155 1.828 -2.590 0.420 -0.681 0.013 0.037
C -0.838 0.620 -3.271 0.141 0.524 0.221 -0.011
H -2.143 2.271 -2.496 0.133 -0.126 0.051 -0.003
C 0.577 0.490 -3.321 -0.186 1.085 0.245 0.086
C 1.152 1.626 -2.683 -1.404 0.045 -0.404 -0.026
H 2.208 1.856 -2.662 -0.103 -0.065 0.281 0.001
H 0.185 3.445 -1.769 -0.007 -0.263 -0.004 -0.005
H -1.543 -0.024 -3.784 -0.036 -0.057 0.195 -0.001
H 1.134 -0.269 -3.861 -0.100 -0.030 0.164 0.001
C -0.303 0.523 4.260 -0.851 0.386 -2.101 -0.002
O -0.135 0.627 2.832 -0.011 0.561 0.639 0.051
H 0.411 -0.131 4.789 0.020 0.205 -0.373 -0.001
H -1.321 0.148 4.419 0.025 -0.371 0.360 0.000
H -0.334 1.526 4.714 0.472 -0.115 0.055 0.002
```
Positions in Å, forces in eV/Å.

Values from the calculation:
Electronic energy = -1728.07053 Ha
2S+1 = 8
Total charge = -1
Energy above the lowest of the compared OMol25 structures with the same formula, charge and spin = 0.0 kJ/mol
LUMO energy (spin up / spin down) = 2.83 / 0.92 eV
HOMO-LUMO gap (spin up / spin down) = 0.23686 / 0.16498 Eh